Density functional theory data (wB97M-V/def2-TZVPD) for a cluster of 6 separate species, C5H20NO7 in total.

Calculated values
- Strongest force on any atom: 0.0423 Eh/bohr
- Highest occupied orbital energy: -0.1906 hartree
- ΔE to the lowest compared entry with this formula, charge and spin: 1.647 eV

Geometry as ORCA input:
```
! RIJCOSX wB97M-V def2-TZVPD def2/J DEFGRID3
* xyz -1 1
C 0.4797 -2.5027 -2.3495
C 0.3404 -1.4089 -1.2675
C -0.0582 -0.0644 -1.9398
C -1.1211 0.7532 -1.2000
C -2.0069 -0.0584 -0.1923
O -3.0823 -0.4972 -0.6108
O -1.5861 -0.0804 1.0095
N 1.5974 -1.2203 -0.5265
H 0.5935 -3.4094 -1.7486
H -0.4569 -2.6042 -2.8948
H 1.3143 -2.2527 -2.9833
H -0.3893 -1.6892 -0.5147
H -0.4489 -0.2637 -2.9392
H 0.8382 0.5515 -1.9901
H -1.7388 1.4321 -1.7893
H -0.6559 1.4398 -0.4782
H 2.1946 -2.0173 -0.6898
H 2.1479 -0.4208 -0.8247
H -1.9285 -1.5185 1.7315
H -2.4460 -2.9194 1.3853
O -2.2508 -2.3683 2.1467
H -0.8256 3.4340 0.1195
H -2.1311 3.3025 0.8871
O -1.2538 3.6965 0.9396
H -0.4721 2.3568 2.5501
H -0.4531 0.9538 2.0538
O -0.0200 1.5213 2.7219
H 2.3782 1.3776 2.8622
H 1.7881 -0.0253 2.7896
O 2.6022 0.4678 2.6515
H 1.6958 1.0347 0.6038
H 3.0593 1.6035 0.5116
O 2.2957 1.3961 -0.0246
*
```